Record 1
Here is a molecular structure, C46H51N4O10 from OMol25. Energies are from ωB97M-V/def2-TZVPD.

Results
- Multiplicity: 1
- Lowest unoccupied orbital energy: -2.77 eV
- Frontier orbital gap: 7.34 eV
- Net charge: +1
- Energy above the lowest of the compared OMol25 structures with the same formula, charge and spin: 4.998 eV

The geometry in XYZ format:
```
111
Properties=species:S:1:pos:R:3:forces:R:3
C -0.1871 1.3035 -3.2251 -1.2 -0.8 -2.5
C 0.0099 1.8035 -1.7841 -1.8 -0.1 2.2
N 0.5919 0.6195 -0.8481 0.0 5.4 -3.2
C 1.9289 0.5575 -0.5911 3.3 -1.9 0.8
C 2.1119 -0.4825 0.3239 -2.4 1.7 -1.4
N 0.7939 -0.8165 0.6209 -0.3 0.0 0.9
C -0.1191 -0.1255 -0.0501 -0.7 -0.5 -1.2
C 0.4149 -1.6655 1.6649 -3.1 -0.6 -3.3
H -0.4411 2.2635 -4.0971 0.7 -3.2 3.0
H -0.9311 0.3575 -3.3011 0.6 2.8 0.4
H 0.6539 0.6645 -3.6191 0.1 1.5 0.5
H -1.0851 2.1275 -1.1971 3.3 -1.0 -1.9
H 0.7289 2.6825 -1.6681 -0.9 -1.4 -0.2
H 2.8729 1.0875 -0.9671 -2.4 -0.4 -0.2
H 2.9739 -0.9995 0.7259 -0.2 0.3 0.2
H -1.2591 -0.2015 -0.2261 2.1 -0.3 1.1
H -0.5431 -1.5485 2.0499 -1.7 0.9 0.3
H 1.0359 -1.6625 2.3779 4.8 0.7 5.6
H 0.4629 -2.6095 1.3049 -0.1 -3.4 -1.2
N -5.4481 -1.3725 -0.7291 0.0 2.4 -3.2
C -5.2231 -1.7095 0.4769 1.3 -0.8 1.6
C -4.4461 -1.0495 1.4509 0.4 0.7 -1.6
C -3.9411 0.1785 1.0629 -1.2 1.8 -1.2
C -4.3271 0.6835 -0.2561 0.5 0.8 0.9
C -4.9981 -0.1345 -1.1391 -0.1 -0.8 3.3
H -5.6171 -2.6625 0.6489 -0.5 -1.4 1.1
H -4.2131 -1.5935 2.3339 0.0 0.1 0.9
H -3.5151 0.9685 1.7109 0.2 -1.1 -0.1
H -4.1991 1.7975 -0.5271 0.1 -2.0 0.5
H -5.3951 0.2825 -1.9941 -0.4 0.3 -2.2
N -3.7801 0.4035 -4.7181 -0.1 0.2 -1.8
C -3.4401 1.7025 -4.8801 -1.9 -2.5 -1.1
C -3.5541 2.3595 -6.1391 -0.2 -5.9 1.0
C -3.7691 1.5805 -7.2811 -1.2 -2.8 3.2
C -4.1331 0.1485 -7.1291 1.2 4.9 1.3
C -4.1431 -0.2935 -5.8381 -0.5 -3.3 1.8
H -3.2791 2.0285 -3.8851 0.7 1.7 0.4
H -3.1411 3.2385 -6.2021 1.5 5.2 -0.6
H -3.7841 2.0655 -8.1871 0.1 0.7 -2.1
H -4.4361 -0.3945 -7.9531 -0.4 -1.2 -1.4
H -4.4771 -1.4485 -5.6161 0.9 3.0 -0.6
C 2.6619 -4.1005 4.6849 1.9 1.4 -2.1
C 3.1249 -3.7145 3.2939 4.2 -0.7 7.4
C 4.4909 -3.4055 3.0249 0.4 -0.3 1.1
C 5.4219 -3.6005 4.0139 2.7 -0.7 4.4
C 5.0459 -3.9365 5.4069 -0.2 -0.4 -2.8
C 3.7049 -4.1815 5.6939 -1.8 0.5 -3.5
O 3.3259 -4.5735 6.8839 2.3 0.0 2.5
O 5.0039 -2.8035 1.9039 -0.9 0.2 -2.0
H 1.5129 -4.2145 4.9709 2.7 0.1 -0.9
H 2.4149 -3.6775 2.6619 -4.7 0.5 -4.9
H 6.6349 -3.4815 3.8639 -3.4 -0.1 0.0
H 5.7349 -4.2345 6.1989 0.2 0.5 -0.4
H 2.4309 -4.7875 6.8849 -2.4 -0.6 0.1
H 5.9379 -2.9835 1.6449 -1.2 -0.3 1.0
C 2.7539 0.2825 4.8469 -0.1 -3.9 4.3
C 2.6869 0.3105 6.3169 0.0 -0.7 -1.7
C 2.6969 1.5965 6.9269 -0.6 -5.3 4.8
C 2.7569 2.6275 6.1799 0.2 8.4 -6.9
C 2.7909 2.5535 4.7109 0.7 1.5 1.4
C 2.8679 1.3625 4.0479 0.3 2.6 1.5
O 2.9619 1.2155 2.7429 1.9 1.4 -6.8
O 2.6849 1.6345 8.3439 2.2 -2.6 -2.3
H 2.7409 -0.7315 4.4409 0.1 0.3 -0.2
H 2.6439 -0.6915 6.9539 0.1 2.5 -1.6
H 2.7859 3.8065 6.3429 -0.1 -2.9 1.1
H 2.9489 3.4895 4.1219 -0.3 -0.7 0.7
H 3.5959 1.9435 1.8749 -2.7 -2.7 5.0
H 2.1259 2.2375 8.7409 -1.8 2.2 0.7
C -0.4641 -2.8675 -3.0451 1.4 -2.8 -7.3
C 0.0379 -3.4565 -4.4311 -2.4 0.3 3.1
C -0.9701 -4.1655 -5.2351 2.1 3.7 4.2
C -2.3441 -4.0295 -4.8891 0.6 0.2 0.3
C -2.7101 -3.3915 -3.6591 -2.4 -1.8 -2.3
C -1.7721 -2.8705 -2.7721 -1.1 -0.4 -0.2
O -2.2081 -2.3425 -1.6051 4.3 0.5 1.0
O -0.5501 -4.9345 -6.1951 -3.2 -3.5 -0.3
H 0.2739 -2.3475 -2.5991 2.0 1.6 2.2
H 1.1849 -3.3835 -4.6141 -2.4 -0.4 0.0
H -3.0301 -4.4405 -5.6881 0.4 0.5 1.5
H -3.8721 -3.4225 -3.4271 2.6 0.4 -0.2
H -3.0951 -2.3445 -1.6841 -5.0 0.3 0.2
H 0.0789 -4.6125 -6.7481 3.0 1.7 -2.2
C 3.3539 3.5025 -5.2101 0.5 -1.5 -5.6
C 2.8899 3.4625 -6.5961 -4.8 2.9 5.8
C 1.6049 3.9635 -6.8941 2.0 0.2 4.8
C 0.8069 4.5135 -5.8221 2.4 -2.0 -3.1
C 1.3719 4.4895 -4.6231 -3.9 1.4 4.8
C 2.5689 3.9425 -4.2421 1.5 0.9 2.6
O 3.0509 4.0545 -2.9041 0.4 -0.9 -0.6
O 1.1769 4.0415 -8.0861 -3.6 0.6 -2.5
H 4.3429 3.1145 -5.3051 0.8 -0.1 1.6
H 3.4599 3.1255 -7.3071 3.3 -1.9 -3.8
H -0.1851 4.7985 -5.9621 -1.3 0.7 -0.4
H 0.5649 4.8845 -3.8521 2.3 -0.7 -0.8
H 3.9559 3.6285 -2.8431 -1.6 0.8 -0.4
H 1.8809 3.9305 -8.6611 1.9 -0.5 -2.2
C -2.6971 -0.1265 5.6619 0.2 0.6 -1.8
C -2.0711 -0.0395 4.2119 -0.4 2.6 6.1
C -1.1971 1.0355 3.9779 0.7 2.2 1.4
C -1.0981 2.1765 4.9259 0.4 -1.6 -1.5
C -1.8301 2.0185 6.1169 2.5 5.0 -0.9
C -2.5041 0.9655 6.5779 -1.0 -4.7 -0.4
O -2.8941 0.8585 7.9109 -3.0 -2.9 -4.2
O -0.4451 1.1865 2.8199 -4.5 -2.7 -1.2
H -3.3941 -1.0145 5.9469 1.6 1.7 -0.6
H -2.2741 -0.8875 3.6709 -0.1 -1.5 -1.7
H -0.3341 3.0935 4.6079 -2.5 -2.5 1.2
H -1.8821 2.9325 6.7339 0.4 -0.5 0.0
H -2.4101 1.3515 8.4739 2.7 2.8 2.5
H 0.3899 1.5325 2.8319 3.3 1.5 1.1
```
Positions in Å, forces in eV/Å.

Results of the Mulliken charge analysis, in e, for atoms 1 through 2: -0.525 -0.462

***

Record 2
Here is 3 unconnected molecules or ions with the total composition C46H52BrIO13P3 from OMol25. Energies are from ωB97M-V/def2-TZVPD.

Results
- Multiplicity: 1
- Lowest unoccupied orbital energy: 0.58 eV
- Frontier orbital gap: 5.38 eV
- Net charge: -1

The geometry in XYZ format:
```
116
Properties=species:S:1:pos:R:3:forces:R:3
C -8.5037 -2.0557 1.8623 0.2 -0.1 0.0
C -7.8214 -0.9418 1.0862 0.0 0.2 0.0
O -6.4286 -0.8969 1.2371 0.3 -0.1 0.0
C -5.9748 -0.3805 2.4940 -0.2 -0.1 -0.1
C -5.0074 0.7578 2.2979 0.4 -0.1 0.3
P -3.2042 0.2165 2.6973 -0.5 -0.4 0.2
C -1.4605 -0.4843 3.0493 -0.1 0.3 0.0
C -0.8852 -1.4326 2.0408 0.5 -0.3 0.0
O -1.6803 -2.6272 1.8932 -0.6 0.0 -0.4
C -2.0116 -2.9025 0.5989 3.0 -1.2 -1.7
O -1.1135 -3.2830 -0.2049 -3.0 1.3 2.3
C -3.4633 -2.7479 0.2772 0.3 -0.4 -0.5
C -4.3440 -3.6515 1.1201 -0.2 0.0 0.0
P -3.8289 0.0026 4.9157 0.0 0.3 -0.2
C -3.5837 -1.7839 5.2566 -0.2 0.0 0.1
O -2.4966 0.5565 5.7649 -0.4 0.5 0.2
O -2.7001 1.8858 3.0706 0.1 0.4 0.3
C -2.4071 2.7432 2.0763 0.4 -0.6 0.7
Br -4.0473 3.8548 1.6602 -0.7 1.0 0.6
C -1.3855 3.7371 2.6180 -0.2 0.3 0.0
C -0.9823 4.9750 1.8230 -0.3 -0.2 0.0
C 0.3581 5.5059 2.2864 0.0 0.3 0.0
O 1.4811 4.8159 1.8151 0.2 -0.6 0.4
C 1.8656 5.1420 0.5105 -0.2 0.3 -0.2
C -2.0850 1.8614 0.8367 -0.5 -0.3 -0.7
C -2.6504 2.4797 -0.4597 0.2 -0.7 -0.3
C -2.6873 1.5533 -1.6313 3.0 -4.3 -1.7
O -1.9619 0.5620 -1.9353 -3.3 4.7 1.7
I -4.2591 2.1410 -3.0422 0.3 -0.1 0.1
P -0.2453 1.7883 0.5028 -0.2 0.3 -0.4
O 0.1776 2.9458 -0.3328 0.1 -0.2 0.0
O -2.7273 0.6401 1.0416 0.8 -0.1 -0.6
H -8.8806 -1.7153 2.8184 0.0 0.0 0.3
H -7.7840 -2.8487 2.0346 0.1 -0.2 0.1
H -9.3258 -2.4803 1.2984 -0.3 0.0 -0.1
H -7.9933 -1.0756 0.0247 0.0 0.0 -0.3
H -8.2382 0.0219 1.3783 -0.2 0.2 -0.1
H -6.8257 -0.0650 3.0950 -0.2 0.0 0.1
H -5.5034 -1.2086 3.0235 0.1 -0.2 0.2
H -5.0811 1.0878 1.2713 0.0 0.1 -0.3
H -5.2783 1.5884 2.9360 0.0 0.2 0.2
H -3.5849 -1.1355 2.3793 0.0 0.2 -0.1
H -0.7176 0.2975 3.1718 0.1 0.4 0.1
H -1.4740 -1.0091 4.0004 0.0 -0.1 0.1
H -0.7767 -0.9898 1.0625 0.0 0.2 -0.3
H 0.1058 -1.7464 2.3682 0.1 -0.1 0.0
H -3.7496 -1.7129 0.4164 0.1 0.3 0.1
H -3.5693 -2.9816 -0.7759 -0.1 0.0 -0.2
H -5.3878 -3.3886 0.9666 -0.1 0.1 0.0
H -4.1229 -3.5453 2.1745 0.1 0.1 0.3
H -4.2076 -4.6889 0.8389 0.1 -0.3 0.0
H -4.1708 -2.3812 4.5715 -0.2 -0.2 -0.2
H -3.9220 -1.9867 6.2678 -0.1 -0.1 0.2
H -2.5474 -2.1063 5.1845 0.2 -0.1 -0.1
H -1.8390 -0.1259 5.8479 0.5 -0.3 0.0
H -1.8546 4.0405 3.5480 0.1 0.2 0.3
H -0.4905 3.1956 2.9068 0.1 -0.3 0.0
H -0.9760 4.7567 0.7620 0.2 0.1 -0.3
H -1.7042 5.7676 1.9905 -0.3 0.1 -0.1
H 0.4319 6.5660 2.0326 0.1 0.2 -0.1
H 0.4112 5.4379 3.3691 0.0 0.0 0.3
H 2.2505 6.1612 0.4723 0.2 0.3 0.0
H 2.6355 4.4470 0.2093 0.2 -0.2 -0.1
H 1.0418 5.0427 -0.1889 -0.1 0.0 -0.1
H -3.6583 2.8140 -0.2659 -0.1 -0.2 -0.2
H -2.0838 3.3510 -0.7774 0.1 0.2 -0.1
H -0.0341 0.5663 -0.1238 0.0 -0.4 0.0
H 0.4308 1.6547 1.7169 0.1 -0.1 0.2
C 1.8548 -0.2257 -3.7716 0.0 0.1 0.0
C 0.5863 0.3415 -3.7525 0.1 -0.1 0.0
C 0.3969 1.6327 -4.2135 0.0 0.0 0.0
C 1.4781 2.3663 -4.6821 0.1 0.0 0.0
C 2.7579 1.7999 -4.6861 0.0 0.1 0.0
C 2.9385 0.4987 -4.2369 0.0 -0.1 0.0
C 3.9428 2.5714 -5.1496 -0.1 0.0 0.0
O 5.0543 2.0865 -5.1714 0.1 -0.1 0.0
C 3.7207 3.9820 -5.5915 -0.1 -0.1 0.0
C 4.8138 4.7428 -5.9850 0.0 0.1 0.0
C 4.6312 6.0468 -6.4081 0.0 0.0 0.0
C 3.3539 6.5960 -6.4462 0.0 0.0 0.0
C 2.2621 5.8431 -6.0533 0.0 0.1 0.0
C 2.4413 4.5363 -5.6194 0.0 -0.1 0.1
C 1.2471 3.7510 -5.1783 0.1 0.0 0.0
O 0.1381 4.2354 -5.2311 0.0 0.0 0.0
H 1.9961 -1.2345 -3.4162 0.0 -0.1 0.1
H -0.2510 -0.2236 -3.3734 -0.1 0.0 0.0
H -0.5851 2.0843 -4.2057 0.0 0.0 0.0
H 3.9309 0.0707 -4.2495 0.0 0.0 0.0
H 5.7982 4.2996 -5.9521 0.0 -0.1 0.0
H 5.4842 6.6393 -6.7095 0.0 0.0 0.0
H 3.2126 7.6147 -6.7809 0.0 0.0 0.0
H 1.2636 6.2544 -6.0728 -0.1 0.0 0.0
C 8.2937 -7.2081 -1.0686 0.0 0.0 0.0
C 9.0105 -6.1941 -0.4423 0.0 0.0 0.0
C 8.3434 -5.1581 0.1863 0.1 -0.1 0.0
C 6.9552 -5.1265 0.1857 -0.1 0.0 0.0
C 6.2363 -6.1360 -0.4546 0.0 0.1 0.0
C 6.9107 -7.1792 -1.0751 0.1 0.0 0.0
C 4.7420 -6.1129 -0.5003 0.0 0.1 0.1
O 4.1281 -7.0025 -1.0490 0.0 0.0 0.0
C 4.0493 -4.9637 0.1465 0.1 0.0 0.0
C 2.6641 -4.8886 0.0814 -0.1 0.0 0.0
C 1.9908 -3.8344 0.6777 0.0 0.0 0.1
C 2.7143 -2.8564 1.3545 0.0 0.0 0.0
C 4.0956 -2.9210 1.4267 -0.1 0.0 0.0
C 4.7711 -3.9700 0.8179 0.1 -0.1 -0.1
C 6.2572 -4.0049 0.8854 -0.1 -0.1 0.0
O 6.8899 -3.1607 1.4821 0.0 0.1 0.0
H 8.8171 -8.0199 -1.5547 0.0 0.0 0.0
H 10.0917 -6.2141 -0.4456 0.0 0.0 0.0
H 8.8841 -4.3650 0.6813 0.0 0.1 0.0
H 6.3385 -7.9562 -1.5602 -0.1 0.0 0.0
H 2.1208 -5.6578 -0.4474 0.0 -0.1 0.0
H 0.9101 -3.7675 0.6087 0.1 0.0 0.0
H 2.1919 -2.0317 1.8227 0.0 0.0 0.0
H 4.6632 -2.1617 1.9451 0.1 0.0 0.0
```
Positions in Å, forces in eV/Å.

Results of the Mulliken charge analysis, in e, for atoms 1 through 2: -1.086 -0.468

***

The records above give, respectively, HOMO level values of -0.3716, -0.1764 hartree.